98
Properties=species:S:1:pos:R:3 method="wB97M-V/def2-TZVPD" gap_ha=0.2779 total_charge=0 e_lumo_ev=-1.71 de_lowest_kj_mol=753.70 smiles="N#COC1=C(C[C@H](O)CN)C(=O)OC1=O.CCOCC.CCOCC.CCOCC.CCOCC.CCOCC"
H 1.48609 1.07655 -2.22847
C 5.04976 -7.21513 -3.45485
H -1.28646 1.93900 5.43001
H 5.15366 -7.09048 -4.54000
C -7.81620 5.31324 -0.34872
H 4.31993 -4.80610 -1.28620
H 2.16676 -2.05169 -0.84234
H -0.85816 3.46640 -0.68383
H -0.10435 -0.74255 -0.43308
C 3.84044 -2.69885 0.56576
C 5.19017 -2.26208 0.11645
C 4.96636 0.82122 -4.08865
H 1.04311 2.85327 -3.88994
C -1.59210 -2.23328 6.49830
H -4.94629 6.98015 -0.50404
H 0.57707 -0.58806 2.51638
C 4.54948 -5.85248 -1.51432
O -2.33021 2.06905 -0.59897
C -8.60106 5.86691 -1.52438
H -3.48385 4.24386 0.69364
C 6.21899 -3.43786 0.61316
O 5.66108 -1.06150 -0.59763
C -4.51293 2.35316 -1.70417
H -0.88184 -1.70429 2.02277
C 1.49040 1.90352 -4.20115
H 3.29467 0.24096 -5.34390
H 2.60384 -0.67891 0.50007
O 3.30116 -5.16563 1.57233
H 2.97744 1.91051 -2.61985
H -7.92321 4.22129 -0.33854
O -1.64413 -0.63831 4.62218
C 3.97906 -8.25735 -3.18631
H 3.66738 -6.43167 -1.21920
H 5.58741 -6.15237 0.35529
H -1.45205 0.96235 6.88769
C 3.75084 -0.03712 -4.38944
H -1.99506 3.76545 1.50649
C -6.48434 7.73672 0.77556
H -6.13302 8.77220 0.71811
N -0.19717 -0.30085 0.50765
H -6.40186 7.42894 -1.37161
H 4.07552 -1.07967 -4.49704
H -3.83508 0.70754 -0.51833
C -1.99629 1.35562 6.02623
H 6.04216 -7.31207 -0.89867
C 5.77302 -6.26914 -0.71749
H -4.13400 2.15522 0.42284
H 6.63759 -5.65601 -0.99365
H 2.16781 2.10961 -5.03279
N 6.11088 0.69721 1.54449
H 3.01497 -7.93079 -3.59159
H -3.14953 0.69806 4.34902
H -0.14711 -1.97271 4.94336
H -2.31373 3.91519 -1.55140
C 2.20801 1.24928 -3.03386
H -7.57198 7.75762 0.87343
H -8.20939 5.47144 -2.46806
H -2.26962 -1.65647 7.13341
H -3.35136 -0.31945 5.76207
H -0.90644 -2.78185 7.15216
H -2.04489 5.25844 0.53832
H -2.20078 -2.95478 5.94216
C -1.95191 3.44499 -0.63018
H -6.08319 7.27920 1.68628
H -0.17362 -0.64430 6.08599
H -9.65810 5.59440 -1.44072
H 0.69807 1.24893 -4.57981
C 2.46894 -1.83586 0.27533
O 7.38781 -3.69838 0.00546
H -4.45225 3.44337 -1.75758
O 5.54566 -4.08245 1.75899
O 2.77228 -0.02231 -3.35318
C 0.14158 -1.24808 1.63747
H -0.23006 -3.26779 0.17517
H -4.12126 1.95768 -2.64785
H 3.84014 -8.43264 -2.11623
H -8.22214 5.66898 0.60263
C -2.39621 4.22297 0.59576
H 4.24991 -9.21177 -3.64925
C 4.10541 -4.11843 1.34143
O 4.73751 -5.92839 -2.92718
H 4.70363 1.87708 -3.98276
C -3.72807 1.79948 -0.52851
C -6.04004 6.95874 -0.45038
C -2.60946 0.24746 5.18862
H 1.69073 -2.83405 2.28726
H -5.56997 2.08065 -1.62051
O -6.41834 5.58280 -0.41918
H -2.77623 2.02688 6.40044
H 5.70174 0.73876 -4.89551
H 0.31986 0.60386 0.56152
H -8.54038 6.95712 -1.57778
H 5.43649 0.50602 -3.15058
H 6.02648 -7.54615 -3.09034
C -0.81637 -1.34364 5.54358
C 1.26117 -2.38907 1.27363
C 5.90126 -0.03396 0.46897
O 0.66838 -3.56259 0.55215

99
Properties=species:S:1:pos:R:3 method="wB97M-V/def2-TZVPD" gap_ha=0.3098 total_charge=0 e_lumo_ev=-0.19
C 1.69018 -1.36836 -5.87397
C -2.06519 -2.98542 6.83778
H 2.76934 -1.51342 -5.92552
H 3.05398 4.67938 1.71505
H 3.00875 0.39598 4.01392
O 1.20484 4.57052 0.80609
H -1.95071 -2.24633 7.62775
H -1.18385 2.19806 0.86800
O 4.80241 -0.32833 3.29261
H -2.73273 -0.68746 2.47543
H -7.38186 2.93788 -1.92991
H 0.73267 3.26384 2.82015
C 0.60072 2.54038 2.02150
S -2.04422 -2.12027 5.26173
H 1.29895 -1.49710 -9.50402
H -1.23489 -3.69061 6.87253
O -0.63738 -3.01335 1.77426
H 4.88313 -0.53932 0.98453
O -5.40862 0.97860 -1.02615
C -0.88116 2.13561 1.91273
H 2.21292 2.80354 0.62223
C 4.34790 0.74015 -1.86393
H -1.51352 2.82997 2.45447
H -1.57544 -1.94264 -5.16239
O 1.61755 -2.66432 1.75027
C -1.14268 0.71092 2.41970
H -1.35864 0.79577 3.48442
H 3.91522 -0.61550 5.11336
H 4.15867 -1.18636 -0.92823
H 3.07793 4.88107 -0.04227
H -3.14046 0.79294 1.64631
O 3.46560 -2.92459 0.41502
C -6.94895 0.97491 1.12161
H 4.19819 1.09550 -2.87971
C 0.32135 -2.39683 1.35836
S -6.15299 1.93823 -0.16903
H -7.51348 0.15812 0.67178
H -0.34730 0.59451 -0.07154
C 1.68715 -1.17804 -8.53947
H -6.17001 0.57335 1.76674
H -8.17716 1.45225 -1.35106
H -3.24851 -4.05324 4.53637
C 2.41481 -2.35754 0.62779
H -2.37786 -3.24440 3.21184
C 0.38895 -1.32566 0.30627
H -3.12831 -2.79671 -5.09414
C -2.38958 -2.24968 -4.50920
H 1.85553 0.57404 -0.98520
H 5.41259 0.51724 -1.79720
C 4.03890 1.84422 -0.85255
H 5.20080 1.66409 2.91031
H -0.24066 0.10760 2.34645
H -3.79832 -2.30628 -2.11009
H 3.64907 -1.13353 -2.57211
H 4.10454 2.33296 1.20553
H 2.76609 -1.32950 -8.51050
H 4.44991 1.02743 4.83941
H 4.70018 2.68963 -1.01822
H 1.30420 -1.82230 -4.96313
H 3.05458 0.99709 0.87405
C 1.18471 3.14476 0.74557
C 2.50416 5.08873 0.86365
H -4.87301 -0.89135 -2.19908
H 1.44219 -0.12945 -8.37140
H 0.62521 2.83085 -0.13357
H -5.02163 -2.19031 -3.41376
H 3.04116 2.22145 -1.08625
C 3.60822 -0.58557 -1.63360
H 1.44400 -0.30647 -5.88859
C -2.07654 -0.65838 0.42825
C -2.31563 -3.56969 4.24186
C 1.65188 -1.34144 -0.14798
O -3.28653 -1.30243 5.20121
C -2.35562 0.05241 1.77529
H -0.79129 -0.60606 -1.24067
H 1.20939 1.67502 2.27944
H 6.55646 0.50339 2.69822
C 4.01790 0.15332 4.35479
C -4.32895 -1.63156 -2.78356
O -2.13997 -0.16730 -2.89913
H -2.00647 -2.87231 -3.69864
H -7.60679 1.62180 1.70180
H -2.27199 -1.71589 0.54713
C 2.12765 -0.44267 -1.25405
S -3.14190 -0.77448 -3.82052
H -1.47591 -4.25431 4.35414
H -3.01549 -3.50624 6.95436
O -0.52816 -1.81128 -7.24314
H -8.29717 2.96865 -0.40385
S 0.91041 -2.18740 -7.27242
C 5.16896 0.50197 1.06988
H 2.46154 6.16439 0.98963
H 1.51943 -0.68721 -2.12405
C 4.02387 1.41893 0.61861
H 6.05202 0.68607 0.46596
C -0.69536 -0.43159 -0.16983
H -2.79444 -0.29152 -0.29852
C 5.49135 0.68097 2.55530
C -7.66080 2.36356 -1.04936

115
Properties=species:S:1:pos:R:3 method="wB97M-V/def2-TZVPD" gap_ha=0.3402 total_charge=+1 e_lumo_ev=-2.49
H -2.50544 -6.80024 3.83167
C 0.49600 6.75871 -1.22809
H -7.10768 2.07633 -2.28379
H 6.89526 3.98771 0.72623
O -0.34659 -5.26253 0.98138
O 1.99310 -6.42881 -1.23950
H -2.64519 -0.54207 -6.51491
C -3.48775 1.40066 3.41096
H -1.87070 -4.89682 -0.41606
B -1.10435 -5.64487 3.24226
C 4.22585 -6.79489 3.76234
C 3.31102 -1.66110 0.11065
H -3.07877 -3.44649 3.68650
H 0.64795 -6.43205 3.63495
C -6.14360 2.57806 -2.30387
Cl 8.55868 6.19452 -1.71826
H 1.11204 -3.86317 4.03836
N 0.58262 -1.99217 2.46265
O -4.68653 -2.23974 2.05058
C -3.66274 2.20005 2.14667
H -4.16847 2.28400 -3.11618
H 3.50657 -7.26598 4.43002
Cl -1.68596 -2.92047 -5.17772
C -3.86044 -1.18389 2.22383
H -1.88551 -0.75890 2.92094
H 4.94133 -7.54579 3.44002
H -0.76711 8.02457 -0.06125
H -5.83098 2.77509 -1.27952
C -0.05587 -5.30943 -1.38336
H -0.35658 -4.82552 -2.31092
Cl -0.50320 6.02193 1.15828
C -2.71875 -1.40724 3.17059
H 9.06214 4.93980 0.19730
Cl 5.47523 5.33684 -0.56537
H -0.32380 -6.35841 -1.48132
C -1.84167 -3.52752 1.97290
H 7.96415 6.27634 0.55908
Cl 2.28110 2.27888 2.09748
Cl -1.24815 9.02122 -2.89764
H 3.08986 -1.35441 1.12833
O -0.19436 -6.24676 4.06665
Cl 3.32497 -6.25102 2.31119
Cl -1.81718 0.79569 3.59948
C 8.17179 5.46873 -0.13792
H 5.33207 -6.00118 5.40245
H 7.17256 3.76191 -1.00125
H -2.70409 -4.09758 1.64088
H -3.05760 -1.08007 4.15201
H 4.36764 -1.48344 -0.05650
H -3.36574 0.36900 -5.18343
H -1.02435 -1.72695 1.22552
C 3.30352 2.77617 -0.37931
C 4.90399 -5.64831 4.46599
O -2.40561 -6.01380 3.28340
H -3.31100 1.64437 1.28114
H 3.56280 3.50623 -1.13758
Cl 4.72696 1.73165 -0.17592
H -0.26467 -0.64252 -2.10930
Cl -2.79406 3.75536 2.19443
C 2.92826 3.45153 0.90704
C 0.10522 -1.37368 -1.40038
H -2.62036 -1.44886 -3.59175
H -3.34164 7.61240 -4.31709
C -2.59400 -0.35394 -5.44562
Cl -1.02578 0.42055 -5.09358
C 2.47868 -0.81747 -0.89012
H -5.35590 -1.93620 1.42006
H 2.15461 4.18795 0.70302
H -4.13986 0.52909 3.38387
O 1.33644 -5.17215 -1.16508
C -1.43247 8.56876 -4.61586
H -4.71753 2.43163 2.00678
H -3.72934 1.98913 4.29172
H -0.27866 6.12946 -1.65426
O -0.73252 -2.55231 -1.36471
C -5.10062 1.73724 -2.99357
H -2.36287 -2.33612 0.37079
H 0.42562 -3.03223 0.21050
C -2.39061 7.42194 -4.80691
H 0.86657 7.86647 0.59035
H -1.47033 -2.89530 4.04973
H 1.82618 -4.02373 1.87400
H -2.56997 7.27254 -5.86985
N -1.50544 -2.56591 0.87252
H 0.04488 -0.88775 -0.42586
H 0.70814 -1.44729 3.30639
C -0.70770 -4.51285 2.15789
Cl -1.74488 5.88556 -4.17013
H -1.80963 9.44884 -5.13287
C 0.06153 7.33554 0.08893
H 1.92415 -0.08946 -0.30201
C -0.80880 -4.69856 -0.22524
O -4.04475 -0.10639 1.65273
H 3.10795 -2.72564 0.01380
H 0.73107 7.54206 -1.93856
P 0.80207 -3.54843 2.70595
H 1.78402 -2.71972 -1.58635
Cl -5.63452 1.19706 -4.60975
C -2.25060 -2.86169 3.29719
H 3.18975 -0.25817 -1.48635
H 3.77389 3.95796 1.36060
C -0.58693 -3.19280 -0.17319
H -3.80251 -1.98489 -4.79316
C 7.01784 4.50451 -0.22391
Cl 6.23201 -4.96653 3.50094
Cl 1.96163 5.75409 -1.02532
H 2.48214 2.16756 -0.75236
H -0.44565 8.33397 -5.00587
C 1.55364 -1.67384 -1.77027
H -4.90425 0.84064 -2.40662
H 1.64532 -6.93302 -0.48913
H 4.20403 -4.84544 4.68588
Cl -6.36096 4.15450 -3.09765
C -2.78677 -1.61780 -4.65415
H 1.72545 -1.47252 -2.82129

98
Properties=species:S:1:pos:R:3 method="wB97M-V/def2-TZVPD" gap_ha=0.2924 total_charge=+1 e_lumo_ev=-2.90
O -0.23104 -0.41162 0.68817
O 3.64965 2.79622 -0.52179
H 4.63897 5.09223 -0.70563
H 2.80499 -2.09244 -2.25182
H -2.86721 1.22975 -1.19206
C -1.60012 -3.71413 -1.48692
C -3.63078 -5.29410 -1.51540
H 4.04053 -2.96812 -5.10690
H 1.20826 -2.44074 2.86905
H -3.44698 0.63241 -5.96684
C 0.70946 0.66986 0.34272
H -4.17278 1.18937 -4.44268
H 1.01657 0.60479 -0.80901
H -2.18782 0.38134 1.24494
C -3.86693 4.49482 -2.47815
H -6.07411 4.15071 -0.71169
H -0.44479 2.74601 -1.26136
H -1.81596 0.77523 4.10134
H -1.48404 2.16170 -6.98278
H 3.77280 2.75733 -3.60819
H -1.05701 3.61682 -6.05535
O 2.75099 -3.31761 4.92536
O 3.10034 -0.07459 -4.57207
C -5.52652 5.09045 -0.60420
C 1.30218 -4.44377 2.12214
H -4.53911 -5.49494 -2.09330
H -1.73964 3.03409 -0.12795
C 0.96608 -2.98624 1.95351
H 1.49851 -1.10381 -2.94142
H -0.10608 -2.88148 1.75631
H 1.24002 -4.94308 7.07416
H -0.57563 2.01951 -5.44150
H 2.19055 3.47513 -3.15850
H -3.91668 -5.03846 -0.49204
C -4.10038 4.90542 -1.04882
C -3.23586 1.10241 -5.00301
H -4.34054 3.52857 -2.66915
C -0.80936 1.17787 4.23932
H 2.62636 1.84386 -2.60266
C -0.03108 2.10292 0.68164
H 1.81898 -2.71736 -3.61499
H -2.53857 0.49018 -4.42566
C 2.73850 -4.79673 2.40226
C 3.63383 3.42373 -1.57954
H -0.88457 -4.54025 -1.49352
O -3.21884 3.48090 -4.79355
C -0.38343 1.01070 5.67335
H -1.17209 -2.87536 -2.04608
C -1.21117 1.69615 6.72742
O -3.16178 5.08308 -0.27403
C 3.25099 -1.22183 -4.15496
H 5.02469 -1.50180 -5.30974
N -1.02780 2.35066 -0.46768
C 4.41006 -2.07084 -4.60421
O 0.60299 0.33961 5.97243
H -0.61596 2.10958 1.70868
H 0.76286 2.98861 0.77102
H 3.33248 -2.61444 7.87662
C 2.55902 -2.41967 7.12950
H 5.02649 -2.34318 -3.74381
H 2.24811 -5.62123 5.77658
C -2.65472 2.47415 -5.21905
H 3.37084 -4.46412 1.57524
H -1.79557 -3.38802 -0.46229
C 2.28332 -1.83080 -3.17589
H -2.79073 4.39920 -2.65707
H 1.58074 -2.33114 7.60863
O 0.43640 -5.31302 2.03460
H 5.04077 4.80379 -2.41309
H -1.20103 2.77661 6.56326
H 2.83262 -5.88340 2.50045
H -0.11995 0.62839 3.58956
H -0.78132 2.23526 3.96427
C -1.73648 1.04848 -0.89170
H -2.23568 1.31668 6.70031
H -0.78619 1.48762 7.71498
C -2.88557 -4.14533 -2.14074
N 2.04683 0.52793 1.09927
H 3.45859 5.52158 -1.96347
H 2.61870 1.35320 0.74553
C 4.23064 4.80209 -1.67952
O -3.31084 -3.58058 -3.14724
C -1.35666 2.56646 -5.97558
H 1.51945 -2.57293 1.10647
H 2.50144 -0.29689 0.60429
C 2.23286 -4.92017 6.61782
C 3.01675 2.84295 -2.82361
H -5.54247 5.38667 0.45003
H -6.00106 5.87734 -1.19583
H 3.05970 -4.33190 3.33774
H 2.78900 -1.47527 6.62493
H -4.26754 5.25511 -3.15331
H 2.99185 -5.22638 7.34211
C -1.61540 -0.08772 0.30954
H -2.25942 -1.01718 -0.03165
H -1.10853 0.66081 -1.82996
C 2.53382 -3.53306 6.11668
H -3.00576 -6.19061 -1.52328